1.
{
  "formula": "C48H43N8O3PRuS2",
  "method": "wB97M-V/def2-TZVPD",
  "total_charge": 1,
  "e_homo_ev": [-10.162, -10.149],
  "relative_energy_kcal_mol": 70.3,
  "spin_multiplicity": 2,
  "s_squared": 0.78,
  "elements": ["Ru", "N", "C", "C", "C", "C", "C", "C", "P", "C", "C", "C", "C", "C", "C", "C", "C", "C", "C", "C", "C", "H", "H", "H", "H", "H", "H", "H", "H", "H", "H", "H", "H", "H", "H", "H", "H", "N", "C", "C", "C", "C", "C", "C", "C", "C", "C", "C", "C", "C", "H", "H", "H", "H", "H", "H", "H", "H", "H", "H", "C", "C", "N", "C", "C", "N", "C", "N", "N", "N", "C", "C", "C", "C", "C", "C", "H", "H", "H", "H", "H", "H", "H", "H", "H", "H", "H", "O", "S", "O", "N", "C", "S", "C", "C", "C", "C", "C", "C", "H", "H", "H", "H", "O", "H", "H"],
  "coordinates": [[-0.03270, 0.96659, 0.49728], [-0.19830, -0.13429, 2.49757], [-1.39606, 0.01861, 3.24443], [-1.42557, 0.22288, 4.61589], [-2.64238, 0.38664, 5.26065], [-3.82957, 0.37871, 4.53691], [-3.79791, 0.22647, 3.15915], [-2.58093, 0.03096, 2.51897], [-2.27560, 0.03446, 0.74157], [-3.64166, 1.04004, 0.08434], [-3.43735, 2.41041, -0.06159], [-4.48483, 3.23781, -0.43388], [-5.74157, 2.69607, -0.66363], [-5.94222, 1.32778, -0.54411], [-4.89722, 0.49502, -0.17309], [-2.59151, -1.60414, 0.04597], [-3.32518, -2.57369, 0.71641], [-3.48222, -3.82635, 0.14048], [-2.91921, -4.10550, -1.09511], [-2.20430, -3.12832, -1.77504], [-2.03961, -1.87976, -1.20653], [-0.16690, -1.09827, 2.11640], [0.61081, -0.01995, 3.10055], [-0.49698, 0.24827, 5.17412], [-2.66476, 0.53380, 6.33208], [-4.77630, 0.51735, 5.04045], [-4.71441, 0.25810, 2.58602], [-2.44843, 2.81982, 0.11142], [-4.32467, 4.30289, -0.54004], [-6.56651, 3.33935, -0.93945], [-6.92047, 0.90596, -0.73404], [-5.05347, -0.57267, -0.07909], [-3.74504, -2.37099, 1.69199], [-4.01221, -4.59071, 0.69053], [-3.03474, -5.09001, -1.53001], [-1.76702, -3.34748, -2.74037], [-1.46986, -1.10967, -1.71443], [2.28230, 0.39983, 1.05291], [3.26092, 1.41789, 1.15950], [4.42972, 1.32799, 0.41142], [5.41495, 2.29225, 0.52604], [5.23369, 3.35686, 1.39634], [4.06335, 3.45245, 2.12925], [3.05724, 2.49344, 2.02243], [1.77227, 2.66287, 2.73442], [1.73738, 3.25724, 4.00077], [0.53830, 3.53365, 4.63415], [-0.66514, 3.23371, 4.01646], [-0.64984, 2.63936, 2.76129], [0.55225, 2.33000, 2.14222], [1.96528, 0.06084, 1.95255], [2.61363, -0.38437, 0.50438], [4.56768, 0.48437, -0.25616], [6.32536, 2.20750, -0.05145], [6.00132, 4.11032, 1.50703], [3.91668, 4.30079, 2.78524], [2.67182, 3.47929, 4.49915], [0.53625, 4.00592, 5.60767], [-1.61014, 3.45265, 4.49548], [-1.59952, 2.41803, 2.28304], [1.49738, -0.44270, -2.43269], [0.48972, 0.60347, -2.72750], [-0.18352, 1.29705, -1.81972], [-1.01279, 2.16031, -2.50182], [-0.83003, 1.98993, -3.83160], [0.12444, 1.00415, -3.96993], [0.61272, 0.49413, -5.24415], [2.03514, 0.36426, -5.26692], [2.60324, -0.86900, -5.34920], [3.86265, -0.76263, -5.25718], [4.19366, 0.56573, -5.09469], [5.42850, 1.19629, -4.93760], [5.41896, 2.56445, -4.78770], [4.22166, 3.30175, -4.79069], [2.99302, 2.69681, -4.94855], [3.00494, 1.31213, -5.09981], [1.28821, -0.85121, -1.44987], [2.50586, -0.01936, -2.43195], [1.46719, -1.25110, -3.15936], [-1.67944, 2.83326, -1.99401], [-1.28734, 2.47568, -4.67567], [0.27808, 1.18329, -6.01929], [0.21064, -0.49938, -5.44475], [6.34344, 0.62037, -4.94059], [6.35249, 3.09866, -4.67368], [4.26900, 4.37594, -4.67127], [2.07409, 3.26867, -4.96848], [0.12433, -4.94285, 4.29586], [-0.74203, -4.76556, 3.16944], [-2.15617, -4.76852, 3.40246], [-0.28514, -3.36513, 2.37161], [0.34925, -3.63456, 1.26571], [1.07431, -2.42504, 0.31807], [0.40158, -5.06820, 0.89695], [0.96707, -5.65545, -0.22096], [0.81961, -7.02727, -0.38718], [0.12245, -7.79213, 0.54114], [-0.41469, -7.20740, 1.68356], [-0.25696, -5.84911, 1.83630], [1.49647, -5.05386, -0.94745], [1.24831, -7.51049, -1.25515], [-0.00081, -8.85461, 0.38044], [-0.93820, -7.79328, 2.42736], [-0.31838, 3.61485, -0.18736], [0.45964, 3.80289, -0.72551], [-0.21139, 4.10575, 0.63649]],
  "forces_ev_per_a": [[0.956, -0.851, 2.032], [0.394, -0.467, -1.190], [-0.979, 0.121, 0.712], [0.272, -0.362, -0.133], [-0.080, -0.018, -0.126], [0.075, 0.050, 0.038], [0.013, -0.231, -0.048], [0.422, -0.013, -0.049], [-0.693, 1.053, -1.033], [0.132, 0.067, 0.077], [0.002, -0.065, 0.073], [-0.024, 0.033, 0.011], [0.004, -0.011, -0.021], [-0.077, -0.051, 0.002], [0.066, 0.039, 0.008], [0.493, 0.086, -0.027], [0.145, -0.012, 0.069], [-0.008, -0.044, 0.125], [-0.029, -0.018, 0.004], [-0.047, 0.045, -0.094], [-0.035, 0.069, 0.109], [0.315, -0.131, 0.312], [-0.117, 0.034, 0.117], [-0.013, -0.008, 0.042], [0.019, -0.009, -0.005], [0.008, 0.004, 0.012], [-0.029, 0.047, -0.032], [-0.075, 0.060, 0.011], [0.010, 0.002, -0.001], [0.004, 0.000, -0.025], [0.002, 0.005, -0.009], [-0.041, 0.008, -0.032], [0.043, -0.045, 0.105], [-0.053, -0.040, -0.030], [0.017, 0.003, 0.019], [0.013, -0.004, 0.011], [0.033, -0.065, -0.044], [-0.785, 0.628, -0.719], [0.516, 0.239, 0.033], [-0.099, -0.097, -0.066], [-0.031, 0.042, 0.007], [0.024, 0.003, 0.058], [0.032, 0.017, 0.031], [-0.001, -0.025, -0.107], [0.147, -0.226, -0.450], [-0.149, 0.014, -0.006], [-0.016, 0.098, 0.162], [0.042, 0.312, -0.269], [0.097, 0.691, 0.251], [-1.540, -1.005, -0.860], [0.489, -0.164, -0.210], [-0.112, -0.200, 0.110], [0.028, -0.028, 0.030], [-0.010, -0.016, -0.016], [-0.010, 0.014, -0.024], [-0.027, 0.008, -0.013], [0.020, 0.051, -0.031], [0.060, -0.080, 0.043], [0.006, 0.031, 0.025], [0.116, -0.004, 0.066], [0.051, 0.147, -0.015], [0.054, 0.021, -0.114], [0.394, -0.356, 1.058], [-0.210, 0.065, -0.041], [-0.023, 0.096, 0.015], [0.006, 0.050, 0.288], [0.054, -0.202, -0.124], [0.111, 0.238, -0.011], [-0.149, -0.052, -0.003], [0.245, -0.209, -0.004], [-0.506, 0.388, 0.015], [0.029, -0.061, -0.014], [0.147, -0.021, 0.015], [-0.151, -0.001, -0.016], [-0.098, 0.124, 0.007], [0.326, -0.332, 0.011], [-0.009, -0.078, -0.035], [0.010, -0.006, -0.079], [0.012, -0.055, 0.050], [0.046, -0.043, -0.053], [0.012, -0.035, -0.029], [-0.052, 0.003, 0.041], [0.006, 0.040, -0.017], [0.023, 0.026, -0.008], [0.013, -0.031, 0.015], [0.002, 0.004, -0.016], [0.020, 0.026, 0.035], [0.059, -0.128, 0.007], [0.193, 0.342, -0.236], [-0.166, -0.015, -0.276], [-0.073, -0.056, 0.107], [-0.127, 0.355, 0.481], [-0.011, 0.235, -0.270], [-0.092, -0.387, -0.019], [-0.076, 0.004, 0.003], [-0.004, -0.045, -0.045], [0.001, 0.019, 0.048], [-0.070, -0.049, 0.146], [0.058, 0.286, 0.031], [-0.007, 0.036, 0.011], [-0.003, 0.008, -0.011], [0.039, -0.012, 0.000], [0.004, -0.031, -0.024], [-0.170, 0.039, 0.002], [0.014, 0.051, 0.055], [0.136, 0.018, -0.011]],
  "mulliken_spin": [1.127, -0.054, 0.006, -0.005, 0.000, -0.001, -0.003, -0.012, 0.057, -0.004, -0.010, 0.000, 0.001, -0.001, 0.000, -0.025, -0.002, 0.000, 0.000, 0.003, 0.008, -0.008, 0.008, 0.000, 0.000, 0.000, 0.000, -0.011, 0.000, 0.000, 0.000, 0.000, 0.000, 0.000, 0.000, 0.000, 0.009, -0.018, 0.008, -0.002, 0.002, -0.001, 0.002, -0.010, 0.033, -0.007, 0.010, -0.011, -0.015, -0.110, 0.005, -0.002, 0.000, 0.000, 0.000, 0.000, 0.000, 0.000, 0.000, -0.030, -0.020, -0.005, 0.011, 0.007, 0.000, -0.001, 0.000, 0.000, 0.000, 0.000, 0.000, 0.000, 0.000, 0.000, 0.000, 0.000, -0.003, 0.001, 0.001, -0.004, 0.000, 0.000, 0.000, 0.000, 0.000, 0.000, 0.000, 0.000, 0.000, 0.000, 0.008, -0.007, 0.051, 0.006, 0.002, 0.000, 0.000, 0.000, -0.001, 0.001, 0.000, 0.000, 0.000, 0.017, -0.003, 0.002]
}

=====

2.
{
  "formula": "C48H44AsGeIrN3P2SSe2",
  "method": "wB97M-V/def2-TZVPD",
  "total_charge": -2,
  "e_homo_ev": [-0.224, -0.112],
  "relative_energy_kcal_mol": 13.9,
  "spin_multiplicity": 2,
  "s_squared": 0.94,
  "elements": ["Ir", "Se", "P", "C", "C", "C", "C", "C", "C", "C", "C", "C", "C", "C", "C", "C", "C", "N", "N", "N", "P", "Se", "C", "C", "C", "C", "C", "C", "C", "C", "C", "C", "C", "C", "H", "H", "H", "H", "H", "H", "H", "H", "H", "H", "H", "H", "H", "H", "H", "H", "H", "H", "H", "H", "C", "Ge", "C", "C", "C", "C", "C", "C", "C", "C", "C", "C", "C", "C", "C", "C", "C", "C", "C", "C", "H", "H", "H", "H", "H", "H", "H", "H", "H", "H", "H", "H", "H", "H", "H", "C", "As", "C", "C", "H", "H", "H", "H", "H", "H", "H", "H", "H", "S"],
  "coordinates": [[-0.49080, -1.90588, 0.53504], [4.05620, 3.99414, 0.78694], [2.86604, 3.13102, -0.73959], [1.57445, 4.31631, -1.21000], [1.96648, 5.55511, -1.72244], [1.01908, 6.53222, -2.00364], [-0.32403, 6.28834, -1.74224], [-0.70956, 5.08049, -1.18655], [0.23775, 4.09400, -0.91635], [3.92320, 2.83675, -2.19789], [3.76478, 3.43695, -3.43712], [4.63049, 3.12348, -4.48822], [5.64472, 2.20405, -4.30059], [5.80407, 1.59768, -3.05973], [4.95033, 1.91483, -2.01078], [2.12175, 1.53582, -0.36378], [0.98557, 0.76394, -0.71464], [0.96529, -0.28838, 0.14198], [2.03385, -0.19109, 0.94469], [2.73122, 0.89339, 0.66033], [-0.00119, 0.41317, -2.20663], [-1.84225, -0.52596, -1.81589], [-0.20687, 1.92525, -3.21911], [-1.47580, 2.45999, -3.36306], [-1.68354, 3.58149, -4.16694], [-0.62483, 4.16354, -4.83932], [0.64301, 3.62120, -4.71448], [0.84513, 2.50163, -3.91209], [1.08174, -0.65582, -3.23564], [0.52177, -1.75971, -3.85332], [1.28548, -2.55309, -4.71036], [2.61163, -2.24782, -4.94783], [3.18903, -1.16700, -4.30258], [2.42390, -0.38056, -3.44282], [3.02232, 5.75783, -1.86447], [1.33176, 7.48962, -2.40456], [-1.06861, 7.04576, -1.96357], [-1.75276, 4.89171, -0.95903], [-0.06919, 3.16207, -0.45693], [2.96230, 4.14781, -3.59422], [4.49933, 3.59684, -5.45403], [6.31118, 1.95610, -5.11917], [6.59404, 0.87050, -2.90724], [5.06816, 1.45266, -1.03395], [-2.29631, 1.98538, -2.83504], [-2.68036, 3.99557, -4.26259], [-0.78566, 5.03767, -5.46355], [1.48073, 4.06823, -5.24082], [1.83861, 2.07960, -3.83608], [-0.51555, -1.99272, -3.64945], [0.83817, -3.42081, -5.17748], [3.20377, -2.86349, -5.61731], [4.23964, -0.93581, -4.44449], [2.89997, 0.42647, -2.90447], [-1.48136, -0.78123, 1.71384], [-2.65292, -1.44871, 3.10212], [-4.46017, -2.02949, 2.53177], [-5.26075, -1.04183, 1.93849], [-6.53989, -1.32642, 1.45513], [-7.05253, -2.61322, 1.56711], [-6.26734, -3.61187, 2.14385], [-4.98533, -3.32370, 2.60792], [-1.65523, -2.59929, 4.37808], [-0.35055, -2.17652, 4.67596], [0.49274, -2.93394, 5.48670], [0.04800, -4.13741, 6.02533], [-1.24603, -4.57134, 5.74728], [-2.08312, -3.81002, 4.93406], [-3.16369, 0.00805, 4.37808], [-2.23673, 0.98917, 4.75257], [-2.51845, 1.91260, 5.75719], [-3.74645, 1.88093, 6.41236], [-4.68975, 0.92332, 6.05094], [-4.39912, -0.00084, 5.04561], [-4.87051, -0.02906, 1.84277], [-7.13441, -0.54209, 0.99065], [-8.04873, -2.84217, 1.19690], [-6.64975, -4.62540, 2.21505], [-4.37147, -4.12927, 2.98863], [0.02817, -1.25969, 4.22853], [1.50515, -2.59291, 5.68160], [0.70609, -4.73758, 6.64509], [-1.60082, -5.51472, 6.15418], [-3.08327, -4.17944, 4.72718], [-1.27928, 1.03628, 4.23412], [-1.77878, 2.66027, 6.02994], [-3.96757, 2.59771, 7.19587], [-5.65254, 0.89436, 6.55340], [-5.14437, -0.74356, 4.77597], [2.28295, -3.69071, 1.71318], [1.36268, -3.55118, 0.00083], [2.96915, -3.39172, -1.13279], [1.02649, -5.45246, -0.23229], [3.00272, -4.51756, 1.71720], [1.51890, -3.85382, 2.46592], [2.77940, -2.74807, 1.91714], [3.72376, -4.13349, -0.85198], [3.38621, -2.39012, -1.00090], [2.70134, -3.52283, -2.17908], [1.95982, -6.00944, -0.11440], [0.59460, -5.64990, -1.21340], [0.30357, -5.73911, 0.52358], [-1.66052, -3.69103, 1.16582]],
  "forces_ev_per_a": [[-1.251, 0.104, 0.482], [-0.026, -0.102, -0.097], [0.012, 0.043, 0.156], [0.059, 0.088, -0.014], [-0.115, 0.159, -0.053], [0.222, -0.174, 0.066], [-0.029, 0.001, -0.003], [0.052, -0.144, 0.055], [-0.218, 0.073, 0.010], [-0.116, -0.006, -0.046], [0.258, 0.169, -0.253], [-0.273, 0.165, 0.171], [0.083, -0.083, 0.000], [-0.054, -0.055, 0.226], [0.256, -0.150, -0.085], [-0.140, -0.094, 0.118], [0.066, -0.368, -0.415], [1.017, 0.674, 0.362], [-0.168, 0.347, -0.341], [-0.593, -0.341, 0.050], [-0.072, -0.049, 0.387], [0.036, 0.078, 0.063], [0.048, -0.196, -0.035], [-0.350, 0.361, -0.097], [-0.157, -0.347, 0.271], [0.029, 0.126, -0.105], [0.139, -0.190, 0.107], [0.219, 0.144, -0.241], [-0.099, 0.167, 0.113], [-0.014, -0.383, -0.362], [-0.384, 0.084, 0.224], [0.190, -0.034, -0.078], [-0.005, 0.295, 0.253], [0.482, -0.099, -0.080], [-0.046, 0.031, -0.015], [0.009, -0.038, -0.004], [0.043, -0.026, 0.029], [0.069, -0.009, -0.005], [-0.034, -0.015, -0.034], [0.138, -0.060, 0.017], [-0.024, 0.013, 0.009], [-0.019, -0.006, 0.035], [-0.041, 0.038, 0.006], [0.017, -0.006, -0.097], [-0.005, 0.053, -0.059], [0.004, -0.023, 0.024], [0.014, -0.067, 0.057], [-0.058, -0.058, 0.016], [-0.134, 0.016, -0.057], [-0.015, -0.056, -0.024], [-0.052, -0.005, -0.008], [-0.027, 0.022, 0.051], [-0.070, 0.012, 0.014], [0.073, 0.084, 0.026], [0.960, 0.385, -0.752], [0.015, -0.679, -0.073], [-0.238, 0.055, -0.057], [-0.084, -0.131, 0.007], [0.171, 0.000, 0.071], [0.119, -0.063, 0.072], [0.064, 0.178, -0.009], [-0.151, 0.131, -0.174], [0.069, -0.145, 0.165], [-0.056, -0.164, 0.004], [-0.165, 0.009, -0.076], [-0.131, 0.048, -0.088], [0.037, 0.122, -0.062], [0.101, 0.129, 0.071], [-0.211, 0.182, 0.250], [-0.062, 0.004, -0.053], [-0.077, -0.071, -0.047], [0.025, -0.109, -0.119], [0.116, -0.058, -0.147], [0.302, 0.228, 0.091], [-0.074, -0.121, 0.045], [0.091, -0.082, 0.050], [0.091, 0.012, 0.032], [0.015, 0.028, 0.000], [0.030, 0.007, 0.008], [-0.022, -0.094, 0.037], [-0.057, -0.002, -0.021], [-0.018, 0.015, -0.009], [0.016, 0.059, -0.018], [0.083, 0.031, -0.003], [-0.135, -0.022, 0.050], [-0.039, -0.048, -0.027], [0.002, -0.001, -0.004], [0.035, -0.002, -0.022], [0.028, 0.029, 0.031], [0.115, -0.183, -0.086], [0.139, 0.054, 0.090], [0.181, 0.036, 0.069], [0.055, -0.120, -0.201], [-0.030, 0.085, -0.041], [-0.118, -0.020, 0.121], [0.052, 0.161, 0.033], [-0.042, 0.031, -0.023], [-0.036, -0.043, -0.008], [-0.032, 0.009, -0.112], [-0.023, 0.027, -0.017], [0.003, 0.010, -0.019], [-0.100, -0.022, 0.071], [0.043, -0.043, 0.110]],
  "mulliken_spin": [0.732, 0.000, -0.001, -0.003, -0.001, 0.000, 0.000, -0.001, 0.012, 0.000, 0.000, 0.000, 0.000, 0.000, 0.000, -0.002, 0.016, -0.031, 0.001, -0.004, -0.002, 0.048, -0.015, 0.010, 0.004, 0.000, 0.001, -0.001, 0.000, -0.015, 0.000, 0.001, -0.001, -0.003, 0.000, 0.000, 0.000, 0.000, -0.007, 0.000, 0.000, 0.000, 0.000, 0.001, 0.006, 0.000, 0.000, 0.000, 0.000, 0.002, 0.000, 0.000, 0.000, 0.005, -0.148, -0.014, 0.027, -0.013, -0.011, 0.003, -0.004, 0.019, 0.001, -0.005, 0.001, 0.000, -0.006, -0.013, -0.011, 0.017, 0.003, 0.001, -0.001, -0.001, -0.007, -0.001, 0.000, 0.000, 0.003, 0.006, 0.000, 0.000, 0.000, 0.000, 0.000, 0.000, 0.000, 0.000, -0.001, -0.006, -0.027, -0.023, 0.002, 0.002, 0.004, 0.001, 0.001, 0.000, 0.002, 0.000, 0.001, -0.001, 0.449]
}

=====

Result set for max |F|: 2.40 1.35 eV/A, one per record in the order listed.